Density functional theory data (wB97M-V/def2-TZVPD) for the molecule C4H6N2O at a distorted geometry.

Values from the calculation:
SMILES: [H]/N=C/OCCC#N

Geometry (Å):
N -1.4837 1.1972 -0.1039
C -1.8851 0.0291 0.1690
O -1.0869 -1.0466 0.2586
C 0.2533 -0.9601 -0.2166
C 1.1593 0.0637 0.5018
C 2.1679 0.5087 -0.4624
N 2.9228 0.7972 -1.2899
H -2.2635 1.8495 -0.0802
H -2.9146 -0.2747 0.3785
H 0.2393 -0.7492 -1.2902
H 0.6524 -1.9645 -0.0629
H 0.5789 0.9278 0.8300
H 1.6599 -0.3780 1.3682

***

Density functional theory data (wB97M-V/def2-TZVPD) for the molecule C4H6N2O at a distorted geometry.

Geometry (Å):
C -2.4237 0.6390 0.1830
O -1.6236 -0.5747 0.0008
C -0.2666 -0.4377 -0.1041
N 0.2622 0.6953 -0.1777
N 1.5723 0.8967 -0.0324
C 2.4023 -0.6895 0.0902
C 1.4913 -1.6144 0.0088
H -3.4630 0.3300 0.3610
H -2.0796 1.2263 1.0418
H -2.4048 1.2812 -0.7076
H 1.8121 1.4229 -0.8904
H 3.4608 -0.5122 0.3258
H 1.2603 -2.6628 -0.0992

***

Density functional theory data (wB97M-V/def2-TZVPD) for the molecule C4H6N2O at a distorted geometry.

Values from the calculation:
SMILES: COc1c[nH]cn1

Geometry (Å):
C 2.2510 0.1703 -0.3568
O 1.1744 -0.6999 -0.6778
C -0.0453 -0.3131 -0.3275
C -0.9682 -1.2851 0.0798
N -2.0917 -0.4321 0.3197
C -1.7150 0.8359 0.1605
N -0.4402 0.9734 -0.1782
H 2.0218 1.1942 -0.6552
H 3.1075 -0.2183 -0.9101
H 2.4564 0.1237 0.7206
H -0.3354 -1.2831 1.0048
H -3.0310 -0.7415 0.5246
H -2.3842 1.6756 0.2957

***

Density functional theory data (wB97M-V/def2-TZVPD) for the molecule C4H6N2O.

Values from the calculation:
SMILES: Cc1cc(O)n[nH]1

Geometry (Å):
C -2.0077 -0.0067 -0.1432
C -0.5391 -0.0286 0.1347
C 0.4696 -0.3995 -0.7198
C 1.6562 -0.1640 -0.0010
O 2.9213 -0.3757 -0.4705
N 1.4251 0.2949 1.2193
N 0.0699 0.3653 1.2773
H -2.6140 0.3865 0.6779
H -2.3524 -1.0186 -0.3770
H -2.1897 0.6164 -1.0249
H 0.3610 -0.7815 -1.7222
H 3.1974 0.4106 -0.9588
H -0.3977 0.7010 2.1080

***

Density functional theory data (wB97M-V/def2-TZVPD) for the molecule C4H6N2O.

Values from the calculation:
SMILES: Cc1ncc(O)[nH]1

Geometry (Å):
C -0.2275 -1.0906 -1.8817
C -0.1744 -0.1711 -0.7090
N 0.0474 1.1128 -0.7848
C 0.2438 1.5518 0.5095
C 0.1349 0.4980 1.3682
O 0.2613 0.3397 2.7074
N -0.1448 -0.5996 0.5985
H -0.3588 -0.4810 -2.7772
H -1.0266 -1.8369 -1.8349
H 0.7283 -1.6194 -1.9728
H 0.4699 2.5855 0.7301
H 0.3848 1.2132 3.0982
H -0.3421 -1.5224 0.9557

***

Density functional theory data (wB97M-V/def2-TZVPD) for C4H6N2O as an isolated structure.

Geometry (Å):
N 2.0106 -0.5076 -0.5562
C 0.7462 0.0195 -0.1837
C 0.3745 0.7533 0.9177
N -0.9556 1.0197 0.8990
C -1.5939 0.5333 -0.2823
O -1.6791 -1.0937 -0.0436
C -0.4502 -0.1218 -0.9343
H 2.7608 -0.0904 -0.0171
H 2.0475 -1.5110 -0.4072
H 1.0133 1.1251 1.7149
H -1.3805 1.7315 1.4710
H -2.4023 -1.2956 -0.6537
H -0.4911 -0.5622 -1.9245

***

Record-wise Kohn-Sham gap values, in eV: 11.47 9.33 9.38 9.99 8.71 8.05
Record-wise energy relative to the best compared isomer or geometry (same formula, charge and spin) values, in kcal per mole: 34.1 140.8 69.1 25.1 13.4 111.7
Record-wise lowest unoccupied orbital energy values, in eV: 0.7 0.8 0.9 0.9 0.7 0.4